Molecular formula: C72H47BrNO27P
Method: DFT, wB97M-V/def2-TZVPD

```
! wB97M-V def2-TZVPD RIJCOSX def2/J DEFGRID3
* xyz 0 1
O -6.11 0.25 -1.57
N -5.17 0.45 -2.23
O -5.34 -0.14 -3.53
C -4.59 -1.31 -3.45
C -5.10 -2.51 -3.57
C -4.12 -3.65 -3.41
O -4.14 -4.65 -4.05
C -3.04 -3.44 -2.35
C -2.51 -2.25 -2.24
P -1.15 -1.84 -1.03
O -0.09 -0.97 -1.97
Br -1.92 -0.44 0.54
C -3.05 -1.18 -3.18
O -2.39 -0.36 -3.70
H -6.16 -2.64 -3.76
H -2.72 -4.28 -1.73
H 0.15 -1.53 -2.73
C 4.30 0.54 -5.11
C 3.32 -0.33 -5.31
C 2.06 -0.27 -4.52
O 1.16 -1.06 -4.70
C 1.95 0.80 -3.50
C 2.94 1.67 -3.30
C 4.19 1.61 -4.09
O 5.09 2.40 -3.91
H 5.23 0.50 -5.68
H 3.38 -1.12 -6.05
H 1.03 0.83 -2.94
H 2.87 2.46 -2.56
C 3.17 -1.84 -0.86
C 4.44 -2.03 -1.19
C 5.32 -2.92 -0.40
O 6.48 -3.10 -0.70
C 4.72 -3.60 0.78
C 3.44 -3.41 1.11
C 2.57 -2.51 0.31
O 1.40 -2.34 0.61
H 2.52 -1.18 -1.43
H 4.90 -1.54 -2.04
H 5.37 -4.25 1.35
H 2.98 -3.90 1.97
C -2.84 5.98 -3.57
C -1.89 5.31 -2.92
C -1.89 3.83 -2.87
O -1.02 3.22 -2.28
C -2.99 3.12 -3.57
C -3.94 3.79 -4.21
C -3.94 5.27 -4.27
O -4.81 5.88 -4.86
H -2.85 7.06 -3.62
H -1.08 5.81 -2.41
H -2.98 2.04 -3.53
H -4.75 3.29 -4.73
C -1.00 7.75 0.35
C -1.45 8.52 1.34
C -1.35 10.00 1.27
O -1.77 10.70 2.17
C -0.72 10.58 0.06
C -0.27 9.81 -0.92
C -0.37 8.34 -0.85
O 0.04 7.63 -1.75
H -1.06 6.67 0.38
H -1.91 8.11 2.22
H -0.65 11.66 0.03
H 0.20 10.22 -1.81
C 1.89 -7.31 1.55
C 0.89 -8.14 1.29
C -0.39 -8.06 2.03
O -1.31 -8.82 1.79
C -0.51 -7.02 3.08
C 0.50 -6.19 3.35
C 1.77 -6.27 2.60
O 2.69 -5.51 2.84
H 2.83 -7.35 1.02
H 0.95 -8.90 0.52
H -1.45 -6.98 3.62
H 0.43 -5.43 4.11
C -5.09 5.41 4.79
C -4.42 6.27 4.02
C -3.86 5.85 2.71
O -3.24 6.62 2.01
C -4.09 4.44 2.29
C -4.77 3.59 3.06
C -5.32 4.01 4.37
O -5.94 3.24 5.06
H -5.50 5.70 5.75
H -4.24 7.29 4.31
H -3.68 4.16 1.33
H -4.94 2.57 2.76
C 3.77 -4.54 6.44
C 4.13 -4.25 5.20
C 5.45 -3.63 4.90
O 5.77 -3.36 3.76
C 6.35 -3.36 6.05
C 5.99 -3.65 7.29
C 4.67 -4.27 7.59
O 4.34 -4.54 8.73
H 2.82 -4.99 6.68
H 3.48 -4.45 4.34
H 7.31 -2.91 5.80
H 6.63 -3.46 8.14
C -3.90 -10.55 -3.57
C -4.33 -9.76 -2.59
C -4.24 -8.28 -2.69
O -4.63 -7.57 -1.79
C -3.66 -7.72 -3.93
C -3.22 -8.50 -4.91
C -3.31 -9.98 -4.81
O -2.92 -10.70 -5.71
H -3.96 -11.63 -3.52
H -4.77 -10.16 -1.68
H -3.60 -6.63 -3.98
H -2.79 -8.10 -5.82
C -11.36 -1.48 -0.02
C -10.60 -2.10 -0.92
C -9.31 -1.51 -1.36
O -8.61 -2.07 -2.18
C -8.90 -0.22 -0.75
C -9.66 0.39 0.15
C -10.95 -0.19 0.59
O -11.65 0.36 1.42
H -12.30 -1.90 0.32
H -10.88 -3.04 -1.37
H -7.95 0.18 -1.09
H -9.38 1.33 0.61
C 4.74 8.42 -0.37
C 5.54 7.36 -0.49
C 4.99 6.00 -0.66
O 5.72 5.03 -0.76
C 3.52 5.85 -0.71
C 2.72 6.91 -0.60
C 3.26 8.27 -0.42
O 2.53 9.24 -0.32
H 5.12 9.42 -0.24
H 6.62 7.45 -0.45
H 3.14 4.85 -0.84
H 1.64 6.82 -0.63
C 9.64 0.40 5.20
C 10.31 1.24 4.41
C 10.84 0.80 3.10
O 11.45 1.57 2.38
C 10.60 -0.60 2.69
C 9.94 -1.44 3.48
C 9.41 -1.01 4.79
O 8.79 -1.77 5.51
H 9.24 0.70 6.16
H 10.49 2.27 4.68
H 11.00 -0.90 1.73
H 9.75 -2.47 3.21
*
```

Computed properties:
* energy above the lowest of the compared OMol25 structures with the same formula, charge and spin: 136.5 kJ/mol
* highest occupied orbital energy: -8.9 eV
* LUMO energy: -0.074 Ha
* SMILES string: O=NOC1=CC(=O)C=C(P(O)Br)C1=O.O=C1C=CC(=O)C=C1.O=C1C=CC(=O)C=C1.O=C1C=CC(=O)C=C1.O=C1C=CC(=O)C=C1.O=C1C=CC(=O)C=C1.O=C1C=CC(=O)C=C1.O=C1C=CC(=O)C=C1.O=C1C=CC(=O)C=C1.O=C1C=CC(=O)C=C1.O=C1C=CC(=O)C=C1.O=C1C=CC(=O)C=C1
* frontier orbital gap: 6.834 eV
* E_tot: -211512.6797 eV